(1)
The following is a DFT calculation (the ωB97M-V functional and the def2-TZVPD basis) of a structure of composition C10H13NNiPS at a distorted geometry.

The geometry in XYZ format:
```
27
Properties=species:S:1:pos:R:3:forces:R:3
C -1.914049 1.820239 -2.109817 -0.77 0.10 -1.15
C -1.726667 0.546737 -2.787257 -0.48 1.36 -2.19
C -0.408416 0.559016 -3.397176 -0.37 0.95 -1.76
C 0.266578 1.716063 -2.827403 -0.48 1.33 -1.56
C -0.722445 2.499103 -2.103523 0.63 0.13 -0.75
Ni -0.176188 0.289915 -1.608045 1.13 -1.52 3.28
P -1.784847 -0.398762 -0.365967 -1.16 -0.54 2.15
H -2.858608 2.142586 -1.675072 0.39 -0.16 0.18
H -2.518730 -0.179803 -2.958041 0.27 0.22 -0.17
H -0.042731 -0.089979 -4.191475 -0.08 0.07 0.34
H -0.502710 3.450250 -1.631634 -0.11 -0.17 0.04
H 1.245136 2.117299 -3.075881 -0.12 -0.34 0.01
H -0.579983 -1.204651 -0.596004 -0.64 -0.34 0.60
H -2.853352 -1.332251 -0.611169 0.63 0.02 0.50
H -1.836778 -0.055422 1.031963 -0.04 -1.22 -0.31
S 1.461892 0.623352 -0.178317 1.34 0.58 -0.10
C 1.364889 -0.228231 1.300756 -0.96 0.70 1.60
N 2.304477 -1.223013 1.517455 0.80 -0.03 -1.20
C 2.287087 -2.042637 2.613373 -0.58 -0.64 1.31
C 1.296946 -1.863840 3.557182 0.89 -0.30 -0.35
C 0.409296 -0.789596 3.443205 -0.66 -0.48 1.53
C 0.482686 0.058454 2.345936 0.96 0.16 -2.08
H 3.015315 -1.359970 0.802070 -0.57 0.20 0.24
H 3.063313 -2.802102 2.659859 -0.27 0.10 0.05
H 1.238546 -2.545879 4.396739 0.07 0.03 0.00
H -0.348728 -0.630094 4.208336 0.16 -0.05 -0.12
H -0.161928 0.923218 2.239906 0.02 -0.17 -0.08
```
Positions in Å, forces in eV/Å.

Results
HOMO energy (alpha / beta)   -1.34 / -3.16 eV
Charge   -1
2S+1   3

---

(2)
The following is a DFT calculation (the ωB97M-V functional and the def2-TZVPD basis) of a structure of composition C12H28CoO4P2S4.

The geometry in XYZ format:
```
51
Properties=species:S:1:pos:R:3:forces:R:3
Co -0.257984 0.054502 -0.118869 0.07 -0.08 -0.16
C 2.583583 0.871223 -2.323263 0.06 0.00 0.05
C 3.086518 0.315856 -0.991562 -0.02 -0.04 -0.06
S 1.950515 -0.038991 0.402980 -0.06 -0.06 0.01
C 2.123096 1.400925 1.474902 0.15 -0.01 0.07
C 1.564926 2.663777 0.870317 0.00 0.14 0.05
S -0.101433 2.337095 0.251201 -0.14 0.09 -0.26
C -0.171825 3.337140 -1.268309 -0.02 -0.06 -0.03
C 0.526481 2.834952 -2.523460 0.03 0.01 0.03
S 2.332310 2.660336 -2.446973 -0.03 0.01 0.03
H 1.687648 0.359725 -2.660520 0.03 0.01 -0.01
H 3.372554 0.653692 -3.045381 0.01 -0.03 0.01
H 3.860474 0.951368 -0.557467 0.01 -0.01 0.00
H 3.542005 -0.658662 -1.176351 0.01 0.01 0.00
H 3.180766 1.509924 1.720255 -0.02 -0.01 0.03
H 1.598638 1.117078 2.389015 0.02 0.02 0.00
H 2.172077 3.003059 0.035454 0.05 0.00 0.01
H 1.504387 3.453462 1.620410 0.02 -0.01 -0.01
H 0.195571 4.318996 -0.965573 -0.02 0.01 0.01
H -1.240985 3.430120 -1.466102 0.00 -0.01 0.00
H 0.336844 3.570386 -3.305955 -0.01 0.03 0.00
H 0.103420 1.892884 -2.856671 0.01 0.08 -0.02
O -2.014266 0.530370 -0.707170 0.12 -0.34 -0.36
S -1.791941 -0.103932 -2.116252 -0.41 -0.65 0.05
O -2.336945 0.687766 -3.163870 0.12 0.25 0.11
O -0.250868 -0.063823 -2.090949 -0.12 0.01 0.19
O -2.249050 -1.486530 -2.038406 -0.15 0.93 0.02
C -2.464368 1.159078 2.196905 0.00 0.03 0.06
P -1.405057 -0.241890 1.781347 -0.07 0.05 -0.02
C -0.678165 -0.716379 3.370820 0.02 0.04 0.06
C -2.578277 -1.557806 1.310249 -0.02 -0.01 0.03
C -1.873984 -2.772011 0.704536 -0.02 -0.03 0.04
P -0.357396 -2.244738 -0.173637 -0.13 0.31 -0.08
C -0.164852 -3.092438 -1.753474 0.15 -0.21 -0.09
C 0.977650 -3.020072 0.782062 0.00 -0.19 0.05
H -3.228839 0.826547 2.901077 0.01 0.01 0.01
H -2.936421 1.528933 1.288942 0.00 -0.01 0.01
H -1.881561 1.960067 2.648873 -0.02 0.00 0.02
H -1.480137 -0.864854 4.095603 0.02 0.00 0.01
H -0.031340 0.082235 3.736901 0.00 -0.03 0.01
H -0.098372 -1.632445 3.301191 0.04 -0.06 -0.02
H -3.205647 -1.091655 0.550547 -0.03 -0.01 0.02
H -3.207767 -1.826895 2.160427 0.03 0.00 0.03
H -2.537950 -3.274148 0.002738 0.05 -0.03 -0.02
H -1.571153 -3.487705 1.470948 -0.06 -0.02 0.01
H 0.490165 -2.482369 -2.376453 0.00 -0.08 -0.03
H -1.120397 -3.181968 -2.260508 0.18 -0.08 0.06
H 0.288238 -4.067051 -1.574270 0.05 -0.02 0.00
H 1.914369 -2.962057 0.231297 0.04 0.00 -0.02
H 0.715793 -4.073783 0.905484 0.07 0.02 0.02
H 1.128976 -2.569313 1.756966 0.00 0.03 0.10
```
Positions in Å, forces in eV/Å.

Results
HOMO energy (alpha / beta)   -11.66 / -11.66 eV
Charge   +1

---

(3)
The following is a DFT calculation (the ωB97M-V functional and the def2-TZVPD basis) of the molecule C3H3N3 at a distorted geometry.

The geometry in XYZ format:
```
9
Properties=species:S:1:pos:R:3:forces:R:3
N -0.713052 -0.655578 -0.244313 0.55 -3.15 0.07
C 0.265921 0.125742 0.475219 -1.20 -0.02 -0.61
C 1.612478 -0.329604 -0.003111 0.43 0.42 -0.64
N 2.560572 -0.834970 -0.437335 -1.16 0.78 0.70
C -0.533106 1.305040 0.009789 1.14 2.58 0.74
N -1.309557 2.108580 -0.323462 1.21 -0.86 0.47
H -1.562900 -0.932585 0.188905 -0.34 -0.07 0.01
H -0.565298 -0.712894 -1.230764 -0.39 -0.15 -0.14
H 0.244943 -0.073733 1.565070 -0.24 0.46 -0.60
```
Positions in Å, forces in eV/Å.

Results
SMILES   N#CC(N)C#N
HOMO energy   -9.71 eV

---

(4)
The following is a DFT calculation (the ωB97M-V functional and the def2-TZVPD basis) of the molecule C9H9N2OP at a distorted geometry.

The geometry in XYZ format:
```
22
Properties=species:S:1:pos:R:3:forces:R:3
C 2.587741 0.928906 -2.248957 1.62 -0.24 -1.06
C 2.247798 -0.229794 -1.562274 1.01 0.80 -0.41
C 1.590246 1.836667 -2.592408 1.95 1.38 -0.43
C 0.991927 -0.305265 -1.001485 0.36 -2.14 1.18
C 0.355529 1.702612 -2.136859 -3.89 -1.02 2.49
C 0.001731 0.610911 -1.252162 0.05 1.67 -0.21
C -1.366095 -1.014822 3.190022 2.36 1.63 -1.89
C -1.329099 -2.056779 4.185972 3.00 -2.85 -1.03
C -1.277571 0.553446 -0.451657 -2.40 1.29 -0.10
N -1.534011 -1.172083 1.764613 -1.25 -1.49 0.00
N -2.374536 -1.428086 4.198561 -2.52 1.22 0.47
O -1.966699 -0.662048 -0.701114 0.04 -2.61 0.88
P -2.086940 -1.875337 0.486428 0.73 2.57 0.65
H 3.645121 1.143181 -2.550276 -1.09 -0.42 0.19
H 2.953019 -1.048639 -1.354597 -0.14 0.73 -0.12
H 1.692296 2.828085 -3.050625 1.05 -0.68 -0.27
H 1.000875 -1.171663 -0.270095 -1.21 1.14 -0.81
H -0.320929 2.570274 -2.292303 0.06 -1.05 0.10
H -0.714427 -0.083029 3.283744 -1.33 -1.11 0.75
H -0.807298 -3.022155 4.459927 -0.96 1.37 0.24
H -1.158584 0.600475 0.667320 0.35 0.40 -1.16
H -2.130095 1.295143 -0.771774 2.21 -0.60 0.53
```
Positions in Å, forces in eV/Å.

Results
SMILES   C1=N[C@@H]1/N=P/OCc1ccccc1
HOMO energy   -8.80 eV

---

ΔE to the lowest compared entry with this formula, charge and spin per entry: 0.0000; 0.0000; 2.4217; 2.1024 eV